# 1
95
Properties=species:S:1:pos:R:3:mulliken_charge:R:1 method="wB97M-V/def2-TZVPD" relative_energy_ev=0.0000 s_squared=0.76 spin_multiplicity=2 orbital_gap_ev="4.373 / 4.322" charge=-2
V 0.867 0.160 0.218 0.69
O 0.667 0.541 4.309 -0.52
C -0.023 0.689 3.175 0.53
O 0.531 0.854 2.116 -0.63
C -1.517 0.724 3.362 -0.46
O -2.206 0.768 2.151 -0.44
C -2.705 -0.485 1.672 -0.05
C -1.951 -1.116 0.493 0.20
O -2.674 -1.638 -0.358 -0.69
O -0.677 -1.123 0.506 0.55
H 1.541 0.204 4.054 0.42
H -1.751 1.633 3.928 0.34
H -1.788 -0.146 3.969 0.26
H -3.733 -0.314 1.351 0.28
H -2.693 -1.233 2.473 -0.10
F 4.188 -1.164 -0.207 -0.11
C 4.157 -2.194 0.634 0.35
F 4.972 -1.901 1.664 -0.24
F 4.644 -3.275 0.024 -0.20
S 2.463 -2.510 1.329 0.74
O 2.119 -1.219 1.896 -0.67
O 2.700 -3.605 2.210 -0.61
N 1.569 -2.915 0.116 -0.16
S 1.545 -2.415 -1.354 0.65
O 2.730 -2.723 -2.104 -0.57
O 1.012 -1.076 -1.595 -0.69
C 0.272 -3.559 -2.040 0.39
F 0.030 -3.178 -3.306 -0.24
F 0.774 -4.799 -2.081 -0.23
F -0.850 -3.571 -1.366 -0.11
C 8.586 4.557 -2.887 -0.83
C 8.402 4.984 -4.321 0.62
O 9.331 5.276 -5.036 -0.58
S 6.752 5.181 -4.971 -0.15
C 5.706 4.278 -3.865 -0.33
C 5.691 2.882 -3.874 -0.33
C 4.852 2.183 -3.029 -0.43
C 3.976 2.852 -2.150 0.46
C 3.988 4.259 -2.175 -0.47
C 4.839 4.956 -3.012 -0.33
C 3.110 2.133 -1.294 -0.19
C 2.353 1.501 -0.562 -0.26
H 9.555 4.072 -2.792 0.29
H 7.794 3.906 -2.529 0.29
H 8.583 5.462 -2.276 0.24
H 6.352 2.346 -4.545 0.39
H 4.841 1.101 -3.039 0.54
H 3.310 4.790 -1.519 0.50
H 4.841 6.040 -3.004 0.41
C -5.988 -4.783 6.712 -1.43
C -4.757 -4.432 5.916 0.75
C -4.699 -4.635 4.544 -1.11
C -3.563 -4.332 3.795 1.31
C -3.581 -4.609 2.318 -1.49
C -2.416 -3.803 4.423 -0.44
Te -0.684 -3.314 3.290 0.02
C -2.473 -3.602 5.818 1.15
C -1.287 -3.063 6.567 -1.52
C -3.625 -3.916 6.532 -0.94
H -6.832 -4.994 6.052 0.34
H -6.280 -3.969 7.380 0.33
H -5.828 -5.668 7.335 0.28
H -5.566 -5.046 4.033 0.17
H -4.546 -5.022 2.014 0.34
H -2.787 -5.310 2.049 0.33
H -3.380 -3.707 1.735 0.15
H -0.992 -2.084 6.184 0.17
H -0.416 -3.704 6.415 0.30
H -1.504 -2.987 7.637 0.36
H -3.634 -3.756 7.609 0.23
N -0.486 1.521 -0.727 -0.10
S -0.480 1.591 -2.303 0.18
C -1.858 0.658 -2.977 0.96
C -1.676 0.124 -4.245 -0.45
C -2.705 -0.586 -4.843 -0.67
C -3.901 -0.769 -4.162 -0.50
C -4.064 -0.255 -2.884 -1.04
C -3.040 0.462 -2.286 -0.21
C -1.078 3.234 -2.754 0.71
C -0.171 4.036 -3.434 -0.32
C -0.537 5.318 -3.821 -0.72
C -1.807 5.791 -3.530 -0.39
C -2.710 4.984 -2.846 -0.77
C -2.350 3.704 -2.459 -0.31
H -1.399 1.667 -0.300 0.23
H -0.725 0.248 -4.749 0.39
H -2.567 -1.010 -5.829 0.37
H -4.698 -1.346 -4.615 0.37
H -4.972 -0.446 -2.328 0.37
H -3.155 0.808 -1.268 0.24
H 0.825 3.659 -3.638 0.38
H 0.173 5.943 -4.348 0.40
H -2.095 6.792 -3.827 0.37
H -3.701 5.355 -2.614 0.38
H -3.058 3.081 -1.928 0.32

# 2
17
Properties=species:S:1:pos:R:3:mulliken_charge:R:1 method="wB97M-V/def2-TZVPD" relative_energy_ev=11.3577 spin_multiplicity=1 orbital_gap_ev=8.585 charge=0
C -0.826 -2.464 -1.492 -0.79
C -0.912 -0.149 -1.131 0.10
C 0.182 1.286 0.473 0.26
C 0.662 0.073 1.388 -0.68
H 0.004 -3.173 -1.894 0.27
H -1.208 -3.002 -0.501 0.24
H -1.701 -2.627 -2.115 0.39
H -2.149 -0.268 -1.333 0.23
H 1.909 0.696 2.120 0.20
H 0.918 -1.223 0.308 0.41
H -0.677 -0.334 2.211 0.21
H 0.350 3.208 -0.045 0.32
H 2.280 2.351 1.463 0.34
N -0.142 -1.175 -1.181 -0.46
N -0.515 1.117 -0.681 -0.52
N 0.352 2.594 0.824 -0.12
O 1.473 3.090 1.586 -0.38

# 3
6
Properties=species:S:1:pos:R:3:mulliken_charge:R:1 method="wB97M-V/def2-TZVPD" relative_energy_ev=7.0352 spin_multiplicity=1 orbital_gap_ev="9.569 / 9.570" charge=0
C 0.398 -0.805 -0.166 0.16
O 0.807 -1.876 -0.239 -0.24
O 0.003 1.456 -0.332 -0.20
O 0.877 0.380 -0.140 -0.06
H -1.483 -0.595 0.440 0.00
H -0.603 1.441 0.437 0.34

# 4
23
Properties=species:S:1:pos:R:3:mulliken_charge:R:1 method="wB97M-V/def2-TZVPD" relative_energy_ev=2.0842 s_squared=0.75 spin_multiplicity=2 orbital_gap_ev="10.708 / 5.440" charge=+1
C -0.977 0.046 0.065 -1.17
C 0.253 -0.885 -0.253 0.09
C -0.227 -2.069 -1.069 -1.27
O 1.304 -0.072 -0.865 -0.54
C -0.450 1.497 0.411 -0.46
N 0.429 1.482 1.540 -0.29
H -1.538 -0.247 0.948 0.56
H -1.698 0.059 -0.762 0.54
H 0.645 -1.070 0.744 0.67
H -0.322 -1.658 -2.082 0.28
H 0.447 -2.922 -1.030 0.36
H -1.211 -2.380 -0.724 0.36
H 2.078 -0.498 -0.481 0.35
H -1.244 2.232 0.569 0.42
H 0.055 1.831 -0.497 0.41
H 1.350 1.861 1.761 0.22
H -0.162 1.778 2.327 0.51
H 0.215 0.173 -3.601 0.34
H -0.148 0.640 -2.214 0.27
O -0.446 0.678 -3.120 -0.67
H -0.036 0.153 2.776 0.25
H 0.300 -0.719 4.004 0.33
O 0.036 -0.758 3.082 -0.56

# 5
103
Properties=species:S:1:pos:R:3:mulliken_charge:R:1 method="wB97M-V/def2-TZVPD" relative_energy_ev=0.8294 spin_multiplicity=1 orbital_gap_ev=9.660 charge=+1
C 2.931 -1.917 0.267 -1.23
C 3.321 -0.748 1.164 -0.29
Br 5.044 0.000 0.605 -0.15
C 2.257 0.339 1.359 -1.37
C 1.443 0.631 0.115 1.37
C 2.199 1.567 -0.847 -0.83
C 1.651 2.972 -0.514 -0.81
C 0.170 2.674 -0.450 -0.34
N 0.124 1.364 0.306 0.64
C -1.048 0.595 -0.282 -1.34
C -1.377 -0.723 0.433 -0.48
C -2.760 -0.709 1.089 -0.24
S -4.060 -1.402 0.035 -0.16
P -0.415 1.823 1.985 0.29
S 0.747 3.020 2.946 -0.30
H 3.354 -2.836 0.652 0.40
H 3.337 -1.777 -0.728 0.40
H 1.857 -2.041 0.174 0.20
H 3.529 -1.146 2.144 0.70
H 2.756 1.258 1.643 0.55
H 1.650 0.059 2.219 0.31
H 1.159 -0.249 -0.444 -0.47
H 3.264 1.634 -0.670 0.39
H 2.063 1.321 -1.892 0.32
H 1.844 3.633 -1.354 0.51
H 2.101 3.417 0.362 0.31
H -0.527 3.430 -0.110 0.35
H -0.093 2.465 -1.483 -0.17
H -0.890 0.474 -1.347 0.44
H -1.909 1.249 -0.176 0.94
H -0.606 -0.950 1.166 0.20
H -1.371 -1.510 -0.312 0.61
H -3.035 0.297 1.391 0.33
H -2.788 -1.322 1.981 -0.30
H -4.075 -0.505 -0.962 0.09
H -1.646 2.448 1.736 0.23
H -0.675 0.663 2.715 -0.03
C -2.396 -1.289 -4.483 -0.13
C -1.319 -0.990 -5.500 -0.30
O -0.093 -1.151 -4.769 -0.29
S -0.273 -2.283 -3.661 0.94
O 0.272 -3.507 -4.111 -0.61
O 0.116 -1.695 -2.424 -0.35
O -1.867 -2.373 -3.699 -0.33
H -2.561 -0.438 -3.817 0.14
H -3.337 -1.580 -4.941 0.37
H -1.390 0.019 -5.887 0.25
H -1.341 -1.705 -6.325 0.31
C -5.202 1.618 5.751 -0.42
C -5.449 1.278 4.296 -0.26
O -4.269 1.763 3.622 -0.29
S -3.006 1.610 4.586 0.97
O -2.318 0.410 4.238 -0.30
O -2.327 2.850 4.635 -0.56
O -3.796 1.366 5.942 -0.31
H -5.395 2.671 5.960 0.30
H -5.780 0.998 6.429 0.33
H -6.331 1.765 3.892 0.34
H -5.519 0.201 4.139 0.25
C 0.560 4.766 -4.393 -0.36
C 1.419 3.554 -4.659 -0.34
O 0.595 2.439 -4.267 -0.26
S -0.940 2.791 -4.572 1.10
O -1.310 2.217 -5.814 -0.60
O -1.685 2.534 -3.387 -0.58
O -0.765 4.361 -4.773 -0.34
H 0.552 5.023 -3.331 0.31
H 0.876 5.627 -4.975 0.35
H 2.340 3.563 -4.083 0.38
H 1.650 3.453 -5.719 0.30
C 3.764 4.325 -9.605 -0.30
C 3.576 5.772 -10.012 -0.39
O 2.383 6.178 -9.322 -0.31
S 2.287 5.422 -7.922 1.20
O 2.786 6.266 -6.894 -0.59
O 1.012 4.808 -7.815 -0.51
O 3.384 4.296 -8.218 -0.30
H 3.099 3.662 -10.160 0.28
H 4.791 3.989 -9.712 0.31
H 3.443 5.895 -11.082 0.31
H 4.403 6.397 -9.670 0.30
C -1.735 -3.077 4.434 0.22
C -0.756 -4.221 4.316 -0.16
O -1.499 -5.365 4.760 -0.19
S -3.039 -5.202 4.351 1.00
O -3.285 -5.896 3.141 -0.56
O -3.833 -5.411 5.505 -0.55
O -2.992 -3.629 4.020 -0.22
H -1.827 -2.736 5.467 0.20
H -1.477 -2.235 3.797 -0.23
H 0.126 -4.083 4.938 0.20
H -0.458 -4.386 3.277 0.27
C 2.686 -6.537 8.700 -0.34
C 2.392 -7.510 7.578 -0.31
O 1.670 -6.724 6.615 -0.28
S 2.206 -5.223 6.641 1.17
O 3.146 -5.033 5.597 -0.57
O 1.086 -4.356 6.774 -0.57
O 2.989 -5.302 8.028 -0.30
H 1.812 -6.380 9.335 0.28
H 3.531 -6.840 9.309 0.31
H 1.784 -8.351 7.898 0.32
H 3.308 -7.876 7.111 0.29

# 6
55
Properties=species:S:1:pos:R:3:mulliken_charge:R:1 method="wB97M-V/def2-TZVPD" s_squared=2.00 spin_multiplicity=3 orbital_gap_ev="8.013 / 8.025" charge=0
Pr 0.574 0.025 -1.043 1.24
C -3.587 2.270 -0.368 -1.34
C -2.502 1.379 -0.816 0.46
N -1.336 1.445 -0.364 0.62
N -1.042 2.360 0.625 -1.03
C 0.214 2.361 0.973 0.68
O 1.160 1.681 0.378 -0.80
C 0.518 3.261 2.097 0.55
C -0.511 4.137 2.548 -0.17
C -0.285 5.069 3.587 -0.71
C 1.009 5.190 4.058 -0.43
C 1.957 4.343 3.594 -0.53
C 1.761 3.393 2.622 -0.42
C -2.620 0.341 -1.863 1.04
C -3.433 0.536 -2.966 -1.00
C -3.578 -0.527 -3.822 -0.50
C -2.934 -1.717 -3.463 -0.77
C -2.042 -1.729 -2.431 0.16
N -1.900 -0.731 -1.632 -0.38
H -4.033 1.917 0.558 0.29
H -4.330 2.351 -1.152 0.41
H -3.256 3.294 -0.147 0.34
H -1.533 4.174 2.193 0.29
H -1.053 5.712 3.961 0.41
H 1.218 5.940 4.809 0.39
H 2.928 4.314 4.062 0.35
H 2.594 2.743 2.356 0.38
H -3.969 1.398 -3.232 0.41
H -4.243 -0.443 -4.683 0.46
H -2.996 -2.654 -4.034 0.36
H -1.491 -2.636 -2.184 0.42
F -0.492 3.086 -3.329 -0.22
C -0.102 2.458 -4.513 0.65
F 0.735 3.337 -5.074 -0.21
F -1.116 2.158 -5.326 -0.21
S 0.882 0.847 -4.115 1.08
O 1.440 0.554 -5.380 -0.58
O 1.760 1.182 -2.988 -0.69
O -0.067 -0.142 -3.542 -0.53
O 0.621 -1.324 1.111 -0.76
C 1.283 -2.172 0.524 1.26
O 1.593 -2.158 -0.718 -0.83
C 1.800 -3.378 1.239 0.11
C 1.225 -3.710 2.496 -0.63
C 1.747 -4.849 3.102 -0.28
C 2.703 -5.646 2.520 0.10
C 3.222 -5.363 1.273 -0.40
C 2.817 -4.193 0.672 -0.37
N 3.086 -6.891 3.227 0.93
O 3.695 -7.772 2.661 -0.58
O 2.805 -6.925 4.418 -0.57
H 0.545 -3.026 2.964 0.48
H 1.458 -5.041 4.125 0.42
H 3.921 -6.119 0.792 0.37
H 3.177 -4.108 -0.359 0.33

# 7
30
Properties=species:S:1:pos:R:3:mulliken_charge:R:1 method="wB97M-V/def2-TZVPD" relative_energy_ev=7.6258 spin_multiplicity=1 orbital_gap_ev=4.361 charge=+2
Mg -20.284 17.209 7.973 1.57
O -21.739 19.225 5.037 -0.62
H -22.088 20.116 5.020 0.33
H -21.395 19.085 4.155 0.33
O -18.614 14.872 10.730 -0.62
H -17.907 14.975 11.368 0.32
H -18.822 13.939 10.751 0.32
O -23.377 14.828 8.100 -0.61
H -24.327 14.853 8.212 0.32
H -23.203 13.965 7.723 0.33
O -18.994 14.546 5.393 -0.61
H -18.326 14.401 4.723 0.32
H -19.443 13.704 5.472 0.33
C -19.520 21.651 11.897 -1.42
C -19.427 20.984 10.508 0.10
C -17.987 20.420 10.211 -0.79
O -17.951 19.659 8.980 -0.24
C -16.664 19.513 8.413 -0.77
N -20.341 19.880 10.376 -0.37
H -20.543 21.925 12.157 0.41
H -18.957 22.577 12.013 0.38
H -19.261 20.892 12.634 0.41
H -19.750 21.741 9.793 0.34
H -17.607 19.756 10.988 0.37
H -17.331 21.287 10.128 0.41
H -16.766 18.747 7.644 0.23
H -16.037 18.964 9.115 0.38
H -16.143 20.369 7.984 0.30
H -21.269 20.266 10.278 0.31
H -20.395 19.501 11.311 0.27

# 8
17
Properties=species:S:1:pos:R:3:mulliken_charge:R:1 method="wB97M-V/def2-TZVPD" relative_energy_ev=3.6288 spin_multiplicity=1 orbital_gap_ev=9.119 charge=0
C -1.468 0.068 -0.723 -1.00
C 2.342 -0.999 0.277 -1.41
C 1.014 0.846 -0.715 0.47
C 1.060 -0.268 -0.029 0.41
N -1.811 1.221 0.154 -0.44
C -0.253 -0.800 0.488 0.03
O -0.651 -0.379 1.665 -0.66
O 1.159 1.843 -1.325 -0.49
H -1.387 0.633 1.302 0.45
H -2.761 1.564 0.030 0.27
H -1.174 1.991 -0.036 0.24
H -0.434 -1.856 0.255 0.37
H -1.344 0.332 -1.774 0.34
H -2.300 -0.634 -0.649 0.41
H 2.455 -1.121 1.356 0.32
H 3.203 -0.447 -0.097 0.37
H 2.349 -1.993 -0.178 0.31

# 9
10
Properties=species:S:1:pos:R:3:mulliken_charge:R:1 method="wB97M-V/def2-TZVPD" relative_energy_ev=0.4719 spin_multiplicity=1 orbital_gap_ev=11.590 smiles="N[C@H](F)C(=O)O" charge=0
C 1.114 -0.355 0.127 0.48
C -0.070 0.589 0.452 0.31
N -1.146 0.102 -0.372 -0.68
O 2.202 -0.036 -0.172 -0.44
O 0.790 -1.715 -0.011 -0.47
F 0.160 1.880 -0.030 -0.30
H -0.407 0.760 1.528 0.23
H -0.799 -0.238 -1.199 0.23
H -0.127 -1.911 0.336 0.36
H -1.718 0.923 -0.659 0.28

# 10
16
Properties=species:S:1:pos:R:3:mulliken_charge:R:1 method="wB97M-V/def2-TZVPD" relative_energy_ev=4.5660 spin_multiplicity=1 orbital_gap_ev=8.976 smiles="CN(O)C1=CCC1" charge=0
C -0.536 -2.020 0.241 -0.89
C -0.921 0.456 -0.678 -0.74
C -0.644 1.907 -0.527 -0.44
C 0.754 1.499 0.034 -0.41
C 0.242 0.099 -0.127 0.47
N 0.739 -1.163 0.132 -0.09
O 1.605 -0.997 1.292 -0.45
H -1.248 -1.908 -0.617 0.27
H -1.177 -1.769 1.103 0.36
H -0.238 -3.056 0.213 0.33
H -1.680 -0.037 -1.263 0.34
H -0.658 2.422 -1.484 0.26
H -1.277 2.398 0.217 0.21
H 0.994 1.838 1.045 0.25
H 1.571 1.726 -0.659 0.20
H 2.474 -1.392 1.079 0.33

# 11
8
Properties=species:S:1:pos:R:3:mulliken_charge:R:1 method="wB97M-V/def2-TZVPD" relative_energy_ev=1.3724 spin_multiplicity=1 orbital_gap_ev=9.526 charge=0
C 0.090 -0.777 -0.920 -0.41
O -1.089 1.212 0.864 -0.54
S -1.658 -1.081 -1.196 -0.11
S -0.905 0.756 -0.546 0.42
I 1.936 0.604 1.874 -0.16
H 0.445 -1.055 0.016 0.27
H 0.653 -1.039 -1.782 0.34
H 0.529 1.380 1.690 0.19

# 12
67
Properties=species:S:1:pos:R:3:mulliken_charge:R:1 method="wB97M-V/def2-TZVPD" spin_multiplicity=1 orbital_gap_ev=4.186 charge=-2
C 0.907 -1.630 -3.801 -0.08
C -0.301 -2.399 -3.613 0.82
C -0.011 -3.461 -2.706 0.56
C -1.602 -2.196 -4.309 -1.38
C 1.374 -3.396 -2.365 0.58
C 1.947 -2.260 -3.034 1.08
C 3.364 -1.820 -2.939 -1.62
C 1.077 -0.453 -4.695 -1.61
C -0.973 -4.488 -2.242 -1.63
C 2.084 -4.329 -1.456 -1.78
Zr 0.413 -0.453 -1.194 2.03
Cl -4.663 -0.909 -1.866 -0.90
Cl -1.580 0.328 -2.403 -0.52
O 1.162 -1.926 -0.071 -0.72
H -1.649 -1.181 -4.729 0.30
H -2.436 -2.294 -3.593 0.24
H -1.740 -2.931 -5.126 0.31
H -1.981 -4.055 -2.153 0.36
H -0.664 -4.902 -1.271 0.34
H -1.001 -5.302 -2.985 0.26
H 1.435 -4.588 -0.606 0.34
H 2.998 -3.861 -1.062 0.37
H 2.369 -5.256 -1.991 0.26
H 3.736 -2.023 -1.924 0.33
H 3.424 -0.738 -3.111 0.31
H 4.027 -2.332 -3.664 0.22
H 0.155 0.143 -4.680 0.34
H 1.305 -0.739 -5.737 0.27
H 1.899 0.172 -4.324 0.30
H 1.459 -2.018 0.892 0.07
O 1.996 0.653 -1.716 -0.76
H 2.604 0.814 -0.907 0.19
N -0.099 0.595 0.310 -0.53
P -0.429 1.478 1.548 0.37
C -2.235 1.438 1.716 0.45
C -2.986 2.639 1.661 -0.24
C -4.370 2.602 1.685 -0.68
C -5.040 1.386 1.509 -0.36
C -4.301 0.219 1.263 -0.74
C -2.916 0.243 1.318 -0.19
C 0.739 0.794 2.770 0.59
C 1.950 1.468 3.070 -0.56
C 2.815 0.917 4.013 -0.56
C 2.598 -0.386 4.469 -0.41
C 1.534 -1.143 3.962 -0.42
C 0.624 -0.575 3.079 -0.87
C -0.054 3.212 1.816 -0.29
C 0.443 4.233 0.983 -0.44
C 0.570 5.482 1.581 -0.66
C 0.243 5.717 2.909 -0.48
C -0.231 4.685 3.707 -0.80
C -0.382 3.436 3.170 0.18
H -2.461 3.602 1.589 0.25
H -4.919 3.539 1.844 0.32
H -6.117 1.336 1.550 0.37
H -4.805 -0.712 0.972 0.35
H -2.379 -0.640 0.969 0.37
H 2.189 2.428 2.596 0.38
H 3.634 1.535 4.394 0.35
H 3.258 -0.789 5.230 0.36
H 1.402 -2.176 4.285 0.39
H -0.158 -1.181 2.617 0.59
H 0.710 4.037 -0.065 0.52
H 0.937 6.297 0.977 0.39
H 0.348 6.695 3.343 0.38
H -0.495 4.809 4.741 0.39
H -0.747 2.611 3.799 0.36